Entry 1:
A molecular structure, C25H46GeN3Si2V, computed with ωB97M-V/def2-TZVPD.

For the energy above the lowest of the compared OMol25 structures with the same formula, charge and spin, the calculation gives 95.5 kJ/mol. For the lowest unoccupied orbital energy (alpha / beta), the calculation gives -13.1 / -14.3 eV. For the HOMO energy (alpha / beta), the calculation gives -0.745 / -0.729 Ha. The total energy is -129060.8594 eV. As for the total charge: +4. As for the spin multiplicity: 3.

XYZ file:
```
78
Properties=species:S:1:pos:R:3:forces:R:3:mulliken_charge:R:1
C 1.17760 4.21350 0.17625 0.0 0.0 0.0 -0.99
H -5.25036 -1.31851 -1.55975 0.0 0.0 0.0 0.49
C 2.77497 -0.13209 -2.26715 0.4 -0.4 0.2 0.96
H 0.05128 0.12302 -2.97189 -0.2 -0.1 0.1 -0.12
H -3.47618 1.52213 1.12280 -0.1 0.0 0.0 0.53
H 0.25813 -3.81165 -0.35381 0.0 0.0 0.0 0.53
C -4.18597 -1.11901 -1.71050 -0.1 0.0 0.0 -1.56
H -1.38019 1.75011 -0.19732 -0.1 0.0 -0.1 -0.03
C 0.96697 -2.98210 -0.36708 -0.3 0.3 -0.2 -0.88
C 0.41886 5.03706 -0.65125 0.0 0.0 0.0 -0.60
H -4.72600 -0.51478 0.99045 0.0 0.0 0.0 0.56
C -3.52445 -1.58582 -0.40818 0.1 -0.1 0.0 0.02
Si 1.48514 -2.43525 1.38523 0.1 0.0 0.1 0.07
V -0.39879 -0.76320 -0.02895 0.4 -0.6 1.0 -0.39
H -1.41528 1.02851 1.22712 0.0 0.0 0.0 -0.55
C -3.21017 0.83084 0.32151 0.1 0.0 0.0 0.33
H -2.11834 0.44180 -2.95437 0.0 0.0 0.1 -0.18
H -4.05264 -2.49704 -0.12672 0.0 0.0 0.0 0.56
C 0.77405 2.35964 -1.31612 -0.1 0.1 0.2 0.22
C 0.54071 -0.71278 1.56897 -0.4 0.2 -0.1 1.86
H -3.56108 2.30225 -1.25516 0.1 0.0 0.0 0.55
C 3.27650 -1.98685 1.44259 0.1 0.0 0.0 -0.96
H 0.53544 -2.20882 -1.05002 0.0 -0.1 -0.5 0.23
H 1.13903 0.04179 0.94128 -0.2 0.0 0.0 -0.77
H -0.73006 5.18679 -2.45771 0.0 0.0 0.0 0.50
H -5.04063 0.61678 -2.61135 0.0 0.0 0.1 0.48
Ge 1.09768 0.59157 -1.92742 0.4 0.6 -0.8 -0.08
Si 0.40608 0.08235 3.40108 0.1 -0.1 0.0 -0.23
C -3.94134 1.33068 -0.92431 -0.1 0.0 0.0 -1.66
H -0.16861 -3.75066 2.71483 0.0 0.0 0.0 0.37
H -2.05839 0.60012 3.18548 0.0 0.0 0.0 0.27
H 1.92529 1.94831 2.78129 0.0 0.0 0.0 0.26
H -1.95319 -2.75219 0.15372 0.0 0.0 0.0 0.34
H 0.08716 -0.75055 5.60904 0.0 -0.1 0.0 0.47
H 1.64375 4.62299 1.06303 0.0 0.0 0.0 0.52
C -0.16879 4.53001 -1.80579 0.0 0.0 0.0 -0.86
H 1.95251 1.60658 4.50121 0.0 0.0 0.0 0.44
H -1.27451 1.46374 4.47084 0.0 0.0 0.0 0.60
H -1.94889 -2.52462 -1.41824 0.0 0.1 0.0 0.37
H 1.39299 -3.64056 3.53363 0.0 0.0 0.0 0.39
C -0.00564 3.19201 -2.13537 -0.1 0.0 0.0 -0.09
C 5.17548 0.12002 -2.19051 0.1 -0.1 0.0 -0.81
N -3.09085 0.62491 -3.20889 0.0 0.0 0.0 -0.09
H -3.14489 1.60408 -3.50828 0.0 0.0 0.0 0.45
H 4.27514 -2.28758 -4.43813 -0.1 0.0 0.0 0.46
H 1.83223 -3.27792 -0.96466 0.1 0.0 0.1 0.52
H -1.06048 2.06414 2.85944 0.0 0.0 0.0 0.44
C 1.92206 1.13785 3.51302 0.1 0.0 0.0 -0.93
H 6.07021 0.61037 -1.83119 0.0 0.0 0.1 0.49
H 1.28214 -1.75592 4.81769 0.0 0.0 0.0 0.35
H 3.84380 1.26778 -0.98460 0.0 0.0 0.0 0.37
H 1.97316 2.25726 0.48845 0.0 0.0 0.0 0.41
C -3.67049 -0.56747 0.71194 0.0 0.0 0.0 -1.31
H 1.20296 -4.69676 2.14144 0.0 0.0 0.0 0.50
C 3.93521 0.47755 -1.72032 -0.2 0.1 0.0 -0.26
C 5.28557 -0.88434 -3.16179 0.0 0.0 0.0 -0.42
H -0.42392 2.82604 -3.06914 0.0 0.0 0.0 0.58
C -1.13675 1.13507 3.43557 -0.1 0.0 -0.1 -1.06
H -3.15548 -0.90989 1.61541 0.0 0.0 0.0 0.41
H 6.26801 -1.17120 -3.51630 0.0 0.0 0.0 0.47
C -4.11388 0.36287 -2.09737 0.0 0.0 -0.1 0.22
H 3.59687 -1.84176 2.47664 0.0 0.0 0.0 0.38
C 1.35538 2.87864 -0.15160 0.0 0.0 0.0 0.40
H 2.02792 -1.67624 -3.61169 0.0 0.0 0.0 0.44
C 4.15436 -1.52838 -3.67715 0.1 0.0 0.0 -0.87
C 0.32646 -1.25419 4.66565 0.0 0.0 0.1 -1.09
C 2.90770 -1.18266 -3.21325 -0.2 0.1 0.0 -0.06
N -1.69548 0.88320 0.24728 -0.1 0.1 0.0 0.41
H -3.92178 -1.76791 -2.55155 0.0 0.0 0.0 0.42
H -4.95640 1.54740 -0.58000 0.0 0.0 0.0 0.51
H 2.84591 0.56562 3.40953 0.0 0.0 0.0 0.35
H -0.44724 -2.00449 4.50406 0.0 0.0 0.0 0.41
H 3.87114 -2.81073 1.03866 0.0 0.0 0.0 0.44
C 0.91185 -3.72822 2.56110 -0.1 -0.1 0.0 -1.16
N -2.06631 -2.00862 -0.54338 -0.1 0.0 0.2 -0.57
H 3.51433 -1.08340 0.87828 0.0 0.0 0.0 0.29
H 0.29764 6.08337 -0.40155 0.0 0.0 0.0 0.47
H -3.30625 0.05543 -4.03473 0.0 0.0 0.0 0.45
```
Positions in Å, forces in eV/Å.


Entry 2:
A gas-phase ion, C2H6NO3S2 (charge +1), computed with ωB97M-V/def2-TZVPD.

For the lowest unoccupied orbital energy, the calculation gives -6.1 eV. For the HOMO energy, the calculation gives -0.559 Ha. The total energy is -31465.5506 eV. As for the total charge: +1.

XYZ file:
```
14
Properties=species:S:1:pos:R:3:forces:R:3:nbo_charge:R:1
H 1.03016 -0.50350 0.90791 -0.1 0.0 0.0 0.27
S 0.01137 1.61320 -2.81161 -0.1 -0.9 -0.1 2.40
O -1.30165 1.04580 -2.85496 0.2 0.4 0.1 -0.88
H -0.63401 -0.18082 1.36770 0.1 0.0 -0.2 0.27
S 0.19171 2.55640 -0.57751 0.2 0.2 1.3 0.26
H -0.42805 -1.48024 -0.70290 0.0 0.2 0.0 0.45
O 1.06496 0.64614 -2.52179 0.3 0.5 -0.8 -0.91
H -1.17165 -0.03005 -1.07293 0.2 -0.3 0.3 0.46
O 0.33236 2.81587 -3.46438 0.1 0.2 0.0 -0.79
H 0.43329 -0.18607 -1.49978 -0.5 -0.4 0.7 0.47
C 0.40577 1.49288 0.64932 -0.6 0.4 -1.5 -0.21
N -0.30206 -0.46441 -0.71811 0.1 -0.2 -0.3 -0.73
H 0.73504 1.87070 1.61008 0.0 0.1 0.1 0.27
C 0.12507 0.03650 0.60325 0.2 -0.2 0.4 -0.32
```
Positions in Å, forces in eV/Å.


Entry 3:
2 unconnected molecules or ions with the total composition C6H11O, computed with ωB97M-V/def2-TZVPD.

For the energy above the lowest of the compared OMol25 structures with the same formula, charge and spin, the calculation gives 270.1 kJ/mol. For the lowest unoccupied orbital energy, the calculation gives -2.9 eV. For the HOMO energy, the calculation gives -0.581 Ha. The total energy is -8436.6760 eV. As for the total charge: +1.

XYZ file:
```
18
Properties=species:S:1:pos:R:3:forces:R:3:nbo_charge:R:1
H 2.81373 -0.05770 0.48840 -0.3 -1.1 -0.4 0.25
C 2.00895 -0.18957 -0.25997 1.8 1.0 -1.3 -0.46
H 0.78621 -2.02688 -0.85102 0.7 1.1 1.7 0.25
C -1.08119 -0.00592 -0.32617 -2.8 3.2 -1.5 0.05
H -3.07286 0.90220 -0.41594 0.6 -0.7 0.4 0.25
C -2.61848 -0.04812 -0.02447 1.9 2.0 0.0 -0.63
H -0.67719 1.25449 1.74424 2.4 -2.2 -3.8 0.27
H -3.11709 -0.82437 -0.50578 -0.5 -1.5 -1.0 0.24
C 1.20740 1.12813 0.00332 1.2 -0.4 -0.1 -0.48
H 1.00103 1.57276 -0.95735 0.1 0.9 0.0 0.25
H 2.55413 -0.29252 -1.29691 -1.4 0.4 1.9 0.27
H 1.79362 1.75083 0.72901 -0.9 -0.2 -1.0 0.27
H -0.99201 0.22313 -1.43180 1.1 -1.5 1.1 0.25
C 1.06478 -1.32543 0.02661 0.9 -2.7 0.5 -0.10
O -0.22247 -0.77187 0.51566 1.1 -2.0 0.3 -0.29
H -2.82430 -0.12317 1.01660 0.0 0.1 0.9 0.23
C -0.06418 0.64783 0.54910 -5.1 3.8 4.2 0.11
H 1.43990 -1.81382 0.99648 -0.8 -0.1 -1.8 0.25
```
Positions in Å, forces in eV/Å.